# 1
Entry from the OMol25 dataset: a structure of composition C4H37N2O14 (wB97M-V/def2-TZVPD).

Geometry as XYZ:
```
57
Properties=species:S:1:pos:R:3:lowdin_charge:R:1
C -1.456 0.917 1.357 -0.235
N -0.855 1.055 2.703 0.015
C -0.568 0.276 0.265 -0.329
C -1.080 -1.059 -0.237 -0.041
N -0.692 1.220 -0.885 -0.010
C 0.539 1.198 -1.653 -0.309
O 1.459 2.174 -1.248 -0.127
H -1.905 1.924 1.044 0.104
H -2.290 0.175 1.541 0.099
H -0.401 0.151 2.887 0.046
H -0.077 1.726 2.718 0.048
H 0.454 0.295 0.673 0.121
H -2.125 -1.052 -0.325 0.018
H -0.728 -1.956 0.373 0.097
H -0.596 -1.404 -1.181 0.075
H -1.485 0.990 -1.488 0.086
H 1.073 0.218 -1.730 0.087
H 0.365 1.488 -2.771 0.151
H 3.162 -1.452 -2.926 0.052
H 1.957 -1.229 -1.970 -0.016
O 2.239 -1.295 -2.875 -0.048
H 3.664 -1.302 2.385 -0.016
H 3.944 -0.435 1.154 0.006
O 4.379 -0.909 1.928 -0.087
H 0.556 -0.823 -4.003 0.004
H -0.556 -1.575 -3.247 0.014
O -0.363 -1.077 -4.039 -0.045
H 1.398 3.322 0.981 0.023
H 2.677 3.305 1.890 0.037
O 1.784 2.971 1.847 -0.094
H 2.779 -2.117 0.469 -0.012
H 2.579 -0.335 0.268 -0.014
O 2.141 -1.523 0.126 -0.259
H -3.261 0.093 -2.224 -0.015
H -2.211 0.048 -3.365 -0.002
O -3.033 0.451 -3.077 -0.053
H 0.807 -3.029 2.766 0.045
H 1.307 -2.082 1.536 0.004
O 0.747 -2.158 2.356 -0.098
H 2.022 -3.463 -2.796 0.002
H 1.633 -2.974 -1.388 -0.026
O 1.619 -3.724 -1.984 -0.062
H 2.173 1.698 -0.662 0.060
H 2.416 1.094 1.109 0.018
O 2.950 0.769 0.360 -0.203
H -1.173 -1.793 2.923 0.003
H -1.422 -3.214 3.505 0.006
O -1.857 -2.474 3.108 -0.074
H -0.721 3.128 0.312 -0.003
H 0.486 3.478 -0.527 0.079
O -0.097 3.880 0.261 -0.137
H -4.283 2.697 0.384 0.068
H -3.862 2.250 1.777 0.051
O -4.541 2.103 1.103 -0.048
H -4.239 0.489 0.303 -0.018
H -3.431 -0.840 0.383 0.029
O -4.000 -0.289 -0.191 -0.067
```

Values from the calculation:
gap between HOMO and LUMO: 8.97 eV
charge: -1
spin multiplicity: 1
energy above the lowest of the compared OMol25 structures with the same formula, charge and spin: 38.8 kcal/mol



# 2
Entry from the OMol25 dataset: a cluster of 14 separate species, C4H37NO14 in total (wB97M-V/def2-TZVPD).

Geometry as XYZ:
```
56
Properties=species:S:1:pos:R:3:lowdin_charge:R:1
C -1.167 -0.084 -3.707 -0.083
N -0.626 -0.235 -2.314 -0.142
C -1.046 -1.460 -1.618 -0.218
C -0.296 -1.326 -0.265 -0.173
C -0.278 -2.603 0.610 -0.184
O -0.840 -2.246 1.883 -0.130
H -0.384 -0.379 -4.384 0.068
H -2.090 -0.650 -3.790 0.074
H -1.419 0.945 -3.896 0.072
H -0.916 0.583 -1.792 0.094
H -2.092 -1.551 -1.307 0.105
H -0.665 -2.332 -2.174 0.125
H 0.712 -1.129 -0.609 0.083
H -0.651 -0.467 0.286 0.097
H 0.738 -2.933 0.817 0.119
H -0.899 -3.417 0.234 0.108
H -1.489 -1.526 1.914 0.059
H 4.852 0.909 0.665 0.028
H 4.301 -0.510 1.065 0.077
O 4.213 0.445 1.198 -0.037
H 5.569 0.816 -1.459 0.027
H 4.733 -0.360 -1.423 0.024
O 5.642 -0.122 -1.234 -0.052
H -2.032 -4.502 -2.342 0.034
H -3.400 -3.987 -2.400 0.030
O -2.864 -4.592 -1.865 -0.054
H -0.066 3.556 1.809 0.028
H 0.753 3.840 2.983 0.086
O 0.255 3.076 2.609 -0.071
H -1.312 3.109 0.219 0.007
H -0.240 2.854 -0.928 0.043
O -0.436 3.368 -0.132 -0.067
H 1.346 -0.022 -2.952 0.001
H 2.401 0.564 -2.085 -0.019
O 2.252 0.357 -3.010 -0.078
H 1.316 1.364 1.047 0.020
H 2.616 0.461 0.840 0.017
O 1.719 0.717 0.465 -0.090
H 3.016 2.351 -0.559 0.038
H 3.820 2.822 -1.775 0.058
O 3.929 2.394 -0.917 -0.059
H -5.266 -1.863 -0.483 0.049
H -4.178 -2.756 -0.996 0.003
O -4.925 -2.227 -1.319 -0.069
H -1.724 0.852 2.535 0.021
H -3.037 0.258 3.271 0.069
O -2.538 0.315 2.448 -0.083
H -3.186 2.002 1.546 0.032
H -2.573 3.063 2.126 0.050
O -2.916 2.895 1.232 -0.066
H -0.409 -0.001 3.986 0.032
H -0.081 1.579 3.770 0.027
O -0.745 0.908 4.038 -0.090
H 0.546 -1.762 2.836 0.038
H 0.977 -0.409 2.251 0.007
O 1.082 -0.949 3.050 -0.083
```

Values from the calculation:
gap between HOMO and LUMO: 9.68 eV
spin multiplicity: 1
energy above the lowest of the compared OMol25 structures with the same formula, charge and spin: 82.3 kcal/mol



# 3
Entry from the OMol25 dataset: a cluster of 15 separate species, C4H37NO15 in total (wB97M-V/def2-TZVPD).

Geometry as XYZ:
```
57
Properties=species:S:1:pos:R:3:lowdin_charge:R:1
C 0.672 -1.881 1.176 0.037
C 0.636 -0.906 0.041 -0.436
N -0.008 0.287 0.118 0.093
C -0.872 0.706 1.247 -0.223
C -1.081 2.218 1.209 -0.061
O 1.207 -1.157 -1.042 -0.056
H 0.688 -2.867 0.805 0.063
H 1.647 -1.722 1.739 0.107
H -0.168 -1.778 1.930 0.083
H -0.021 0.908 -0.709 0.103
H -0.339 0.393 2.197 0.088
H -1.826 0.170 1.193 0.099
H -1.893 2.493 1.928 0.091
H -1.353 2.553 0.211 0.061
H -0.154 2.794 1.513 0.082
H 1.897 4.937 1.154 0.096
H 2.022 3.744 0.239 -0.048
O 2.343 4.046 1.061 -0.059
H -2.930 -0.509 -1.189 0.012
H -3.906 0.473 -1.856 0.108
O -2.986 0.158 -1.893 -0.051
H 1.463 -4.164 -2.091 0.085
H 1.076 -2.826 -1.369 -0.012
O 0.833 -3.750 -1.466 -0.054
H -2.423 -1.503 -4.487 0.062
H -2.410 -0.835 -3.079 0.069
O -1.905 -1.490 -3.703 -0.068
H 0.213 0.064 4.097 -0.007
H 1.259 1.171 3.630 0.017
O 0.996 0.605 4.416 -0.128
H 2.248 0.138 -1.728 -0.035
H 2.296 0.794 -3.079 0.062
O 2.592 0.871 -2.162 -0.012
H -0.377 1.233 -2.792 0.000
H -1.739 1.358 -2.081 0.024
O -0.880 1.818 -2.223 -0.084
H -1.834 -2.923 -2.683 0.005
H -0.874 -3.730 -1.845 -0.001
O -1.808 -3.509 -1.913 -0.059
H 0.458 2.810 -1.531 -0.019
H 1.897 2.363 -1.586 0.014
O 1.301 3.001 -1.164 -0.052
H 2.922 0.076 2.627 -0.034
H 2.422 -0.579 3.870 0.008
O 2.912 -0.739 3.066 -0.058
H -0.795 -1.728 4.354 0.068
H -1.818 -0.610 4.433 0.082
O -1.113 -0.967 3.891 -0.030
H 1.666 1.412 1.317 0.032
H 2.303 2.503 2.050 0.010
O 2.019 1.626 2.165 -0.021
H -0.337 -0.727 -3.654 0.022
H 0.686 -0.638 -2.632 -0.012
O 0.432 -0.176 -3.416 -0.055
H -2.045 -1.715 0.567 0.046
H -2.459 -2.502 -0.750 0.017
O -2.749 -1.792 -0.121 -0.072
```

Values from the calculation:
gap between HOMO and LUMO: 10.19 eV
spin multiplicity: 1
energy above the lowest of the compared OMol25 structures with the same formula, charge and spin: 26.0 kcal/mol



# 4
Entry from the OMol25 dataset: a cluster of 16 separate species, C4H37O17 in total (wB97M-V/def2-TZVPD).

Geometry as XYZ:
```
58
Properties=species:S:1:pos:R:3:lowdin_charge:R:1
C -1.910 -0.393 -0.695 -0.266
O -2.274 -0.012 -2.028 -0.117
C -0.435 -0.537 -0.397 -0.156
C -0.228 -0.619 1.137 -0.080
C -0.574 0.852 1.605 -0.140
O -1.775 1.111 1.519 -0.089
H -2.558 0.322 -0.131 0.104
H -2.237 -1.424 -0.534 0.082
H -0.094 -1.512 -0.817 0.097
H 0.109 0.397 -0.830 0.128
H 0.715 -0.972 1.268 0.050
H -1.026 -1.401 1.558 0.161
H 0.097 1.605 1.913 0.088
H 3.317 -1.038 -2.545 0.072
H 3.539 0.886 -0.058 0.041
O 2.728 0.336 -0.201 -0.302
H -0.089 -3.257 -1.793 0.016
H -0.897 -4.590 -1.347 0.062
O -0.892 -3.837 -2.010 -0.114
H 3.002 -2.532 -1.699 -0.018
H -1.601 -0.114 -2.799 0.105
O 2.063 -2.826 -1.516 -0.132
H -2.962 -2.769 0.604 -0.030
H -2.914 -3.793 -0.544 0.008
O -2.639 -3.629 0.341 -0.058
H 3.289 -0.588 1.143 -0.034
H 3.492 -2.071 1.172 0.047
O 3.509 -1.297 1.785 -0.110
H 2.745 1.569 2.553 -0.013
H 3.572 0.498 2.943 0.094
O 2.777 1.043 3.329 -0.072
H 1.857 1.541 -0.179 0.012
H 1.746 2.962 0.687 0.059
O 1.247 2.258 0.254 -0.143
H -3.695 2.061 0.832 0.049
H -3.313 2.449 2.261 0.025
O -3.955 1.930 1.780 -0.088
H -1.577 3.019 -0.091 0.024
H -2.213 4.294 0.596 0.053
O -2.066 3.849 -0.256 -0.057
H 0.592 -1.840 -3.384 0.005
H 0.051 -0.698 -4.268 -0.033
O 0.480 -1.496 -4.270 -0.002
H -0.400 2.934 -2.552 0.066
H -1.365 1.722 -2.935 0.016
O -0.449 2.048 -3.065 -0.099
H 1.248 -0.175 3.899 0.004
H 0.082 -0.288 4.679 -0.020
O 0.864 -0.757 4.590 -0.044
H -4.490 -0.949 1.546 0.096
H -3.189 -0.215 1.661 0.032
O -3.501 -1.173 1.554 -0.117
H 0.387 4.590 -0.732 -0.008
H 1.088 3.412 -0.836 0.029
O 1.303 4.444 -1.020 -0.159
H 2.359 -3.546 -0.874 0.075
H 3.280 -0.564 -1.115 -0.069
O 3.782 -1.224 -1.690 -0.130
```

Values from the calculation:
gap between HOMO and LUMO: 9.29 eV
charge: -1
spin multiplicity: 1
energy above the lowest of the compared OMol25 structures with the same formula, charge and spin: 60.0 kcal/mol



gap between HOMO and LUMO of number 2 (C4H37NO14)?
9.68 eV